Entry 1:
{
  "formula": "C8H27INO5",
  "method": "ωB97M-V with the def2-TZVPD basis set",
  "e_homo_ev": -4.01,
  "multiplicity": 1,
  "total_energy_ev": -28561.4375,
  "total_charge": -1,
  "lumo_ev": 2.65,
  "symbols": ["I", "C", "C", "C", "O", "C", "N", "H", "H", "H", "H", "H", "H", "H", "H", "H", "H", "H", "C", "O", "H", "H", "H", "H", "C", "O", "H", "H", "H", "H", "C", "O", "H", "H", "H", "H", "C", "O", "H", "H", "H", "H"],
  "positions_angstrom": [[-10.1126, -1.8223, 35.7804], [-10.4246, -8.8159, 36.3386], [-10.4791, -8.6662, 37.8430], [-10.2007, -10.0148, 38.5210], [-9.8070, -9.9757, 39.9022], [-9.6141, -11.1876, 40.5537], [-9.5421, -7.6215, 38.2752], [-9.4728, -9.1282, 35.9090], [-10.6309, -7.8737, 35.8308], [-11.1595, -9.5280, 35.9632], [-11.4641, -8.3151, 38.1502], [-9.3796, -10.4989, 37.9923], [-11.0250, -10.7110, 38.3657], [-9.5184, -10.9829, 41.6200], [-8.7280, -11.6349, 40.1033], [-10.4532, -11.8718, 40.4275], [-8.6587, -7.8748, 37.8562], [-9.7193, -6.8576, 37.6387], [-12.9558, -2.3838, 40.8149], [-12.1331, -3.4236, 40.3143], [-12.4353, -1.4264, 40.8393], [-13.8387, -2.3792, 40.1757], [-13.2362, -2.6148, 41.8426], [-12.0593, -3.2898, 39.3665], [-11.7947, -4.6790, 30.9849], [-10.4158, -4.6675, 31.4745], [-11.9112, -4.5237, 29.9123], [-12.2430, -5.6562, 31.1644], [-12.3642, -3.8072, 31.3069], [-10.2233, -3.9125, 32.0354], [-5.7911, -2.1983, 39.5643], [-7.0450, -2.7610, 39.7966], [-5.1278, -2.8793, 40.0975], [-5.5235, -2.1950, 38.5077], [-5.7375, -1.1633, 39.9019], [-7.5627, -2.4352, 39.0567], [-14.7578, 1.2207, 36.9357], [-13.8338, 1.9064, 36.1605], [-15.7063, 1.5682, 36.5262], [-14.7653, 0.1307, 36.9397], [-14.6418, 1.5661, 37.9630], [-13.2167, 1.2878, 35.7628]],
  "atomic_forces_ev_per_a": [[-0.081, -0.027, 0.032], [-0.642, -0.320, -0.899], [0.336, 0.145, 0.766], [1.020, -0.764, 0.472], [-1.199, 1.785, -0.574], [-0.038, -0.048, -0.721], [0.228, -0.208, -0.457], [0.336, -0.168, 0.523], [-0.216, 0.165, 0.216], [-0.180, -0.131, -0.007], [-0.168, -0.083, -0.072], [0.455, -0.021, -0.347], [-0.516, 0.087, 0.179], [0.313, -0.012, -0.129], [0.305, -0.540, 0.434], [-0.256, -0.182, -0.100], [0.812, -0.510, 0.451], [-0.588, 0.831, 0.269], [0.045, -0.479, -0.276], [0.196, -0.099, 0.378], [-0.085, 0.177, -0.246], [-0.322, 0.636, 0.288], [-0.043, -0.196, -0.066], [0.255, -0.010, -0.146], [0.942, 0.713, -0.006], [-1.196, -0.481, -1.060], [0.963, -0.247, -0.481], [-0.097, 0.254, 0.574], [-0.158, -0.392, 0.970], [-0.438, 0.175, 0.098], [0.671, -0.422, 0.173], [-0.807, 0.200, -0.523], [0.593, 0.555, 0.032], [0.070, -0.143, -0.155], [0.230, 0.067, 0.337], [-0.826, -0.250, 0.066], [-1.149, 0.556, 0.445], [1.319, -0.130, -0.877], [-0.562, -0.299, 0.526], [0.479, -0.023, -0.336], [-0.261, -0.143, 0.226], [0.256, -0.017, 0.021]],
  "lowdin_charge": [-0.930, -0.086, -0.432, -0.190, -0.193, -0.135, 0.048, 0.079, 0.082, 0.073, 0.137, 0.115, 0.118, 0.089, 0.083, 0.078, 0.066, 0.069, -0.172, -0.130, 0.073, 0.073, 0.070, 0.069, -0.145, -0.135, 0.055, 0.069, 0.074, 0.063, -0.197, -0.116, 0.075, 0.077, 0.071, 0.069, -0.195, -0.119, 0.069, 0.081, 0.071, 0.077]
}

=====

Entry 2:
{
  "formula": "C8H27N4O11",
  "method": "ωB97M-V with the def2-TZVPD basis set",
  "e_homo_ev": -5.09,
  "relative_energy_ev": 2.566,
  "multiplicity": 1,
  "total_energy_ev": -37208.6857,
  "total_charge": -1,
  "lumo_ev": 2.11,
  "symbols": ["N", "H", "H", "H", "H", "N", "O", "O", "O", "N", "O", "O", "O", "C", "C", "O", "O", "H", "H", "H", "H", "H", "H", "C", "C", "O", "O", "H", "H", "H", "H", "H", "H", "C", "C", "C", "O", "C", "N", "H", "H", "H", "H", "H", "H", "H", "H", "H", "H", "H"],
  "positions_angstrom": [[-0.0413, -1.1940, 0.7873], [-0.6789, -0.4194, 0.9037], [-0.6292, -1.6312, 0.0921], [0.1021, -1.6325, 1.6858], [0.8536, -0.8649, 0.4540], [-2.0898, -2.3470, -2.2794], [-1.4822, -3.1464, -3.0049], [-1.9272, -2.4191, -1.0694], [-2.8065, -1.4942, -2.6927], [3.1191, -2.4778, 1.8135], [2.8429, -2.6598, 0.6627], [4.3131, -2.7059, 2.2601], [2.2961, -1.9614, 2.5749], [-1.1549, 2.1297, 0.0022], [-2.3464, 2.3697, -0.9028], [-3.2841, 3.2161, -0.2785], [-1.3231, 1.1220, 0.9646], [-0.8123, 3.1130, 0.3246], [-0.2795, 1.7714, -0.5395], [-2.7104, 1.4414, -1.3433], [-2.1184, 2.9276, -1.8110], [-3.1054, 4.0951, -0.6206], [-1.7785, 1.5394, 1.6994], [-0.9860, -1.1381, 3.9467], [-1.7235, -1.2459, 5.2905], [-3.1682, -1.1708, 5.2930], [-1.4202, -2.1086, 3.0750], [0.0734, -1.3069, 4.1399], [-1.0028, -0.1244, 3.5463], [-1.3141, -0.5158, 5.9886], [-1.5330, -2.1958, 5.7899], [-3.4163, -1.9766, 4.8339], [-2.2100, -2.3449, 3.5669], [1.1951, -0.7827, -2.7195], [2.2406, 0.0771, -1.9812], [1.8287, 1.5622, -2.4022], [2.2818, 1.7592, -3.7161], [2.0320, 2.9388, -4.4273], [2.0481, -0.1354, -0.5889], [0.1888, -0.3740, -2.6281], [1.1236, -1.8383, -2.4571], [1.4316, -0.7539, -3.7831], [3.2527, -0.2722, -2.1853], [2.3165, 2.3201, -1.7892], [0.7830, 1.8202, -2.2347], [1.0843, 3.3901, -4.1332], [2.0894, 2.5674, -5.4504], [2.7741, 3.6921, -4.1626], [2.7133, 0.4589, -0.1151], [2.3576, -1.0737, -0.3798]],
  "atomic_forces_ev_per_a": [[-0.857, 0.186, 0.849], [0.309, 1.033, 0.665], [0.069, -1.968, -0.806], [-0.124, -0.898, -0.197], [0.198, 0.406, -0.731], [1.828, -1.763, -0.195], [0.066, -0.294, -0.829], [0.778, -0.317, 3.520], [-2.413, 2.741, -2.256], [3.636, 0.697, 3.013], [-0.634, -0.890, -3.111], [-1.998, -0.016, -0.833], [-1.225, 0.387, 0.958], [1.181, 0.000, -1.989], [0.711, 0.199, -1.090], [-1.016, -0.109, 0.691], [-0.843, 1.318, 0.996], [-0.173, 0.001, 1.029], [-0.219, -0.071, -0.571], [-0.739, -0.241, 0.772], [1.162, -0.182, -0.191], [-0.215, -0.029, 0.212], [-0.310, -0.339, 0.306], [1.184, 1.029, 1.820], [0.317, 0.044, 0.895], [0.894, 0.405, -0.742], [-1.182, -0.623, -0.204], [0.236, -0.059, 0.294], [-0.576, 0.210, -0.241], [-0.342, 0.353, -0.155], [0.627, -0.332, -0.327], [-0.750, -0.014, 0.168], [-0.421, -1.000, -1.298], [0.410, -0.175, -0.882], [-2.490, 0.255, -1.395], [2.078, 0.001, 0.521], [-0.078, -1.231, -0.130], [0.019, -0.446, 0.947], [0.237, 1.085, 1.231], [-0.016, 0.105, 0.240], [0.316, 0.017, 0.336], [-0.082, -0.043, -0.118], [0.161, 0.808, -1.017], [0.580, 0.044, 0.615], [-0.457, -0.740, -0.485], [-0.486, -0.154, -0.433], [-0.188, 0.917, -0.193], [0.394, 0.153, -0.383], [0.126, 0.098, 0.540], [0.319, -0.556, 0.184]],
  "lowdin_charge": [0.294, 0.060, 0.084, 0.079, 0.040, -0.700, -0.058, -0.096, -0.029, -0.632, -0.038, -0.096, -0.073, -0.226, -0.236, -0.063, -0.062, 0.126, 0.092, 0.128, 0.116, 0.080, 0.107, -0.272, -0.216, -0.062, -0.035, 0.119, 0.110, 0.120, 0.121, 0.066, 0.071, -0.048, -0.369, -0.190, -0.205, -0.104, 0.010, 0.075, 0.084, 0.078, 0.144, 0.112, 0.094, 0.081, 0.095, 0.079, 0.100, 0.047]
}

=====

Entry 3:
{
  "formula": "C8H28AsF6O10",
  "method": "ωB97M-V with the def2-TZVPD basis set",
  "e_homo_ev": -7.70,
  "relative_energy_ev": 0.000,
  "multiplicity": 1,
  "total_energy_ev": -106374.4394,
  "total_charge": -1,
  "lumo_ev": 2.53,
  "symbols": ["As", "F", "F", "F", "F", "F", "F", "O", "H", "H", "O", "H", "H", "O", "H", "H", "C", "C", "C", "O", "C", "O", "O", "H", "H", "H", "H", "H", "H", "C", "O", "H", "H", "H", "H", "C", "O", "H", "H", "H", "H", "C", "O", "H", "H", "H", "H", "C", "O", "H", "H", "H", "H"],
  "positions_angstrom": [[19.0236, -9.9298, 0.7582], [19.3590, -9.6217, -0.9307], [17.6770, -10.9661, 0.3109], [18.7399, -10.4398, 2.4024], [20.3454, -8.8990, 1.2427], [17.8707, -8.6137, 0.8724], [20.1464, -11.2552, 0.5755], [20.2687, -10.0486, 4.7451], [19.6844, -10.1851, 3.9807], [20.8962, -10.7766, 4.7008], [18.4325, -10.9964, -3.2223], [19.0644, -11.5123, -2.7099], [18.3889, -10.1523, -2.7608], [22.8932, -10.5921, 0.8723], [22.3378, -11.3610, 0.7089], [22.3217, -9.9844, 1.3538], [18.1861, -7.1163, -2.6393], [18.6733, -5.7372, -2.2862], [19.6052, -5.0975, -3.3635], [18.9513, -3.9022, -3.7136], [17.7548, -3.7952, -3.1085], [17.0606, -2.8381, -3.2505], [17.5420, -4.8471, -2.3188], [18.0501, -7.2676, -3.7139], [17.2958, -7.3821, -2.0736], [18.9510, -7.8615, -2.4072], [19.2650, -5.8132, -1.3732], [19.7223, -5.7788, -4.2102], [20.5973, -4.8301, -3.0008], [15.5762, -12.2283, -2.1086], [15.9836, -12.8879, -0.9212], [16.3211, -12.2681, -2.9025], [14.6719, -12.7257, -2.4695], [15.2774, -11.1886, -1.9407], [16.7312, -12.3609, -0.6012], [22.2636, -13.6451, 3.4521], [21.9298, -13.5679, 2.0649], [22.2284, -14.6954, 3.7511], [23.2762, -13.2574, 3.5179], [21.5684, -13.0740, 4.0683], [20.9869, -13.7362, 1.9728], [16.0624, -9.3351, 3.9473], [16.4044, -8.1550, 3.2894], [16.9000, -10.0214, 4.1169], [15.8027, -9.0834, 4.9851], [15.1722, -9.8085, 3.5189], [16.8375, -8.2852, 2.4363], [17.4938, -13.9540, 2.5133], [18.8530, -13.5961, 2.5138], [17.2564, -14.7040, 1.7546], [17.2066, -14.4363, 3.4520], [16.8629, -13.0641, 2.4648], [19.0773, -12.9451, 1.8429]],
  "atomic_forces_ev_per_a": [[0.315, -0.227, -0.393], [-0.401, 0.487, 0.340], [0.388, 0.112, -0.082], [-0.022, 0.362, -0.141], [-0.700, -0.208, -0.074], [0.638, -0.282, -0.097], [-0.372, -0.344, 0.339], [-0.114, -0.105, -0.068], [0.250, 0.094, 0.216], [-0.031, 0.040, -0.049], [0.009, -0.058, -0.267], [-0.026, 0.139, 0.059], [0.069, -0.132, 0.156], [0.331, 0.100, 0.050], [-0.049, -0.032, 0.146], [-0.086, -0.046, -0.128], [0.555, -0.816, -0.334], [0.719, -0.335, -1.454], [0.040, -0.687, 0.476], [0.158, 0.254, -0.744], [0.604, 0.622, 0.040], [-0.431, -0.350, 0.103], [-0.092, -0.112, 1.014], [-0.506, 0.410, 0.023], [-0.050, 0.047, -0.058], [0.043, 0.166, 0.352], [-0.882, 0.681, 0.608], [-0.127, 0.273, -0.179], [-0.054, -0.136, 0.164], [-0.767, -0.243, -0.282], [0.356, 0.423, -0.196], [0.120, 0.068, 0.093], [0.076, -0.138, 0.049], [0.251, 0.076, 0.134], [-0.176, -0.262, 0.216], [-0.211, -0.298, -0.904], [-0.005, 0.206, 0.072], [0.150, 0.042, 0.332], [0.005, 0.019, 0.290], [0.067, 0.094, 0.071], [-0.073, -0.138, 0.129], [-0.059, -0.237, 1.029], [0.088, 0.824, -0.076], [-0.093, -0.170, -0.690], [-0.204, 0.325, -0.240], [0.280, -0.288, -0.151], [-0.075, -0.444, 0.232], [-0.613, 0.031, 0.148], [0.871, -0.417, 0.472], [-0.064, 0.369, -0.357], [0.581, 0.097, 0.200], [-0.111, -0.101, -0.454], [-0.569, 0.241, -0.136]],
  "lowdin_charge": [0.801, -0.251, -0.246, -0.241, -0.230, -0.239, -0.244, -0.068, -0.006, 0.012, -0.063, 0.039, 0.000, -0.076, -0.003, 0.003, -0.035, -0.277, -0.094, 0.061, -0.581, 0.153, 0.100, 0.091, 0.096, 0.068, 0.154, 0.126, 0.129, -0.182, -0.133, 0.055, 0.069, 0.077, 0.029, -0.140, -0.132, 0.073, 0.078, 0.066, 0.036, -0.193, -0.119, 0.064, 0.074, 0.076, 0.034, -0.154, -0.129, 0.079, 0.074, 0.080, 0.039]
}